one) Density functional theory data (ωB97M-V/def2-TZVPD) for a single C5H6O2 molecule.

Values from the calculation:
* Kohn-Sham gap: 10.711 eV
* M: 98.101 g/mol
* SMILES: O=CCC#CCO

Last columns: bonded neighbours and bond lengths (Å).
Positions of all 13 atoms, in Å:
1 O 0.23173 -0.43240 -3.21526  C2 1.203
2 C 0.61763 0.07078 -2.19286  O1 1.203, C3 1.531, H8 1.107
3 C 1.40522 -0.66712 -1.10736  C2 1.531, C4 1.462, H9 1.094, H10 1.100
4 C 0.80758 -0.31493 0.17943  C3 1.462, C5 1.204
5 C 0.10732 0.04109 1.09250  C4 1.204, C6 1.467
6 C -0.88198 0.28440 2.14855  C5 1.467, O7 1.411, H11 1.101, H12 1.092
7 O -2.18512 0.06497 1.65381  C6 1.411, H13 0.963
8 H 0.38509 1.12571 -1.95266  C2 1.107
9 H 1.32184 -1.74303 -1.28437  C3 1.094
10 H 2.46939 -0.39565 -1.16869  C3 1.100
11 H -0.68111 -0.35702 3.02037  C6 1.101
12 H -0.84384 1.32306 2.48457  C6 1.092
13 H -2.13792 -0.63735 0.99609  O7 0.963


two) Density functional theory data (ωB97M-V/def2-TZVPD) for a 2-piece molecular cluster, C5H6O2 overall.

Values from the calculation:
* Kohn-Sham gap: 8.858 eV
* M: 98.101 g/mol
* SMILES: C=C=C=CC=O.O

Last columns: bonded neighbours and bond lengths (Å).
Positions of all 13 atoms, in Å:
1 C -1.83354 1.79985 0.31039  C2 1.314, H7 1.088, H8 1.086
2 C -1.26951 0.61375 0.33502  C1 1.314, C3 1.273
3 C -0.69463 -0.52165 0.36447  C2 1.273, C4 1.319
4 C -0.06509 -1.68034 0.37423  C3 1.319, C5 1.485, H9 1.087
5 C 0.99163 -1.99566 -0.62027  C4 1.485, O6 1.211, H10 1.104
6 O 1.51054 -3.08744 -0.68545  C5 1.211
7 H -1.56117 2.54547 -0.43398  C1 1.088
8 H -2.59368 2.07527 1.03514  C1 1.086
9 H -0.30148 -2.45150 1.10320  C4 1.087
10 H 1.27985 -1.16372 -1.28620  C5 1.104
11 O 1.88471 1.22057 -0.29687  H12 0.967, H13 0.965
12 H 1.12767 1.57079 -0.78632  O11 0.967
13 H 1.52470 1.07461 0.58663  O11 0.965


three) Density functional theory data (ωB97M-V/def2-TZVPD) for a single C5H6O2 molecule.

Values from the calculation:
* Kohn-Sham gap: 11.354 eV
* M: 98.101 g/mol
* SMILES: C#C[C@@H](C)OC=O

Last columns: bonded neighbours and bond lengths (Å).
Positions of all 13 atoms, in Å:
1 C -1.22932 2.54769 0.04463  C2 1.202, H8 1.070
2 C -0.66648 1.48926 0.12771  C1 1.202, C3 1.467
3 C -0.02614 0.17784 0.27299  C2 1.467, C4 1.532, O5 1.447, H9 1.095
4 C -0.98233 -0.98940 0.00527  C3 1.532, H10 1.092, H11 1.090, H12 1.093
5 O 1.06106 0.10586 -0.67969  C3 1.447, C6 1.338
6 C 2.00449 -0.78414 -0.35290  O5 1.338, O7 1.204, H13 1.099
7 O 2.04477 -1.42181 0.66815  C6 1.204
8 H -1.72070 3.49704 -0.00076  C1 1.070
9 H 0.41146 0.10216 1.27351  C3 1.095
10 H -1.74416 -0.71001 -0.72583  C4 1.092
11 H -1.46746 -1.31120 0.92723  C4 1.090
12 H -0.41746 -1.83819 -0.38771  C4 1.093
13 H 2.73228 -0.86511 -1.17259  C6 1.099


four) Density functional theory data (ωB97M-V/def2-TZVPD) for a 2-piece molecular cluster, C5H6O2 overall.

Values from the calculation:
* Kohn-Sham gap: 8.538 eV
* M: 98.101 g/mol

Last columns: bonded neighbours and bond lengths (Å).
Positions of all 13 atoms, in Å:
1 C -3.00792 0.15308 -0.14302  C2 1.537, O6 1.211, H8 1.091
2 C -1.77896 -0.25853 0.68408  C1 1.537, C3 1.352, H9 1.083
3 C -0.49311 0.01828 0.36963  C2 1.352, H10 1.146
4 C 1.78215 0.35622 0.55289  C5 1.472, O7 1.172
5 C 2.51146 -0.32342 -0.53054  C4 1.472, H11 1.148, H12 1.130, H13 1.087
6 O -4.13072 -0.05837 0.25864  C1 1.211
7 O 1.97608 1.07992 1.45431  C4 1.172
8 H -2.66633 0.44136 -1.13819  C1 1.091
9 H -2.01012 -0.88460 1.53748  C2 1.083
10 H -0.30890 0.74712 -0.49545  C3 1.146
11 H 1.79543 -0.99963 -1.12027  C5 1.148
12 H 3.51566 -0.70064 -0.17654  C5 1.130
13 H 2.81528 0.42922 -1.25302  C5 1.087


The most stable arrangement is three), and the next structure is 51.6 kJ/mol less stable.


one) Density functional theory data (ωB97M-V/def2-TZVPD) for a 2-piece molecular cluster, C10H16 overall.

Values from the calculation:
* Kohn-Sham gap: 10.057 eV
* M: 136.238 g/mol
* SMILES: CCc1ccccc1.CC

Last columns: bonded neighbours and bond lengths (Å).
Positions of all 26 atoms, in Å:
1 C -2.97438 -1.89426 -1.85317  C2 1.530, H9 1.087, H10 1.086, H11 1.080
2 C -2.55607 -0.80060 -0.86811  C1 1.530, C3 1.521, H12 1.086, H13 1.092
3 C -1.08485 -0.88997 -0.49252  C2 1.521, C4 1.385, C8 1.399
4 C -0.12115 -0.84862 -1.48675  C3 1.385, C5 1.401, H14 1.085
5 C 1.22048 -1.01807 -1.12208  C4 1.401, C6 1.378, H15 1.087
6 C 1.57510 -1.10634 0.20684  C5 1.378, C7 1.388, H16 1.080
7 C 0.60092 -1.15322 1.19494  C6 1.388, C8 1.386, H17 1.079
8 C -0.73359 -0.99195 0.85778  C3 1.399, C7 1.386, H18 1.083
9 H -2.65113 -2.85549 -1.46126  C1 1.087
10 H -2.47591 -1.78505 -2.81149  C1 1.086
11 H -4.04405 -1.88751 -2.00374  C1 1.080
12 H -2.78586 0.20318 -1.21326  C2 1.086
13 H -3.15978 -0.95258 0.02941  C2 1.092
14 H -0.37792 -0.56837 -2.50256  C4 1.085
15 H 1.94876 -0.77636 -1.89256  C5 1.087
16 H 2.62492 -1.09748 0.46114  C6 1.080
17 H 0.91729 -1.11456 2.22616  C7 1.079
18 H -1.55629 -1.17514 1.53763  C8 1.083
19 C 1.35843 3.98877 1.49712  C20 1.551, H21 1.091, H22 1.090, H23 1.081
20 C 2.63935 3.15791 1.77178  C19 1.551, H24 1.085, H25 1.089, H26 1.090
21 H 1.56270 4.55942 0.58968  C19 1.091
22 H 0.53586 3.32265 1.23510  C19 1.090
23 H 1.10799 4.67719 2.29270  C19 1.081
24 H 2.42502 2.12270 1.52848  C20 1.085
25 H 3.05496 3.20407 2.77714  C20 1.089
26 H 3.44754 3.50411 1.12782  C20 1.090


two) Density functional theory data (ωB97M-V/def2-TZVPD) for a 2-piece molecular cluster, C10H16 overall.

Values from the calculation:
* Kohn-Sham gap: 10.021 eV
* M: 136.238 g/mol
* SMILES: Cc1ccccc1.CCC

Last columns: bonded neighbours and bond lengths (Å).
Positions of all 26 atoms, in Å:
1 C -1.09491 1.07090 2.55321  C2 1.499, H8 1.096, H9 1.117, H10 1.079
2 C -0.04932 0.35910 1.74865  C1 1.499, C3 1.406, C7 1.390
3 C 1.13048 1.03321 1.38671  C2 1.406, C4 1.372, H11 1.076
4 C 2.16646 0.34502 0.80852  C3 1.372, C5 1.409, H12 1.091
5 C 1.97629 -0.98519 0.38497  C4 1.409, C6 1.360, H13 1.079
6 C 0.73624 -1.53301 0.48935  C5 1.360, C7 1.439, H14 1.073
7 C -0.33799 -0.88103 1.19094  C2 1.390, C6 1.439, H15 1.073
8 H -1.19415 2.15283 2.40941  C1 1.096
9 H -0.71159 0.88800 3.58617  C1 1.117
10 H -2.10478 0.69216 2.57968  C1 1.079
11 H 1.19769 2.00526 1.84321  C3 1.076
12 H 3.15353 0.79372 0.68706  C4 1.091
13 H 2.89579 -1.53557 0.26191  C5 1.079
14 H 0.44071 -2.52972 0.22239  C6 1.073
15 H -1.29123 -1.36597 1.10225  C7 1.073
16 C -0.42739 1.15888 -2.33389  C17 1.512, H19 1.121, H20 1.084, H21 1.126
17 C -1.23850 0.10095 -3.04632  C16 1.512, C18 1.540, H22 1.094, H23 1.098
18 C -1.71809 -0.98030 -2.06029  C17 1.540, H24 1.078, H25 1.106, H26 1.081
19 H 0.48782 1.46971 -2.90186  C16 1.121
20 H -0.18038 1.14738 -1.27858  C16 1.084
21 H -0.99648 2.12708 -2.40924  C16 1.126
22 H -1.96436 0.68415 -3.62018  C17 1.094
23 H -0.71884 -0.29397 -3.92887  C17 1.098
24 H -2.77966 -0.87263 -1.90391  C18 1.078
25 H -1.67311 -2.05359 -2.32280  C18 1.106
26 H -1.08326 -1.01724 -1.18565  C18 1.081


three) Density functional theory data (ωB97M-V/def2-TZVPD) for a 2-piece molecular cluster, C10H16 overall.

Values from the calculation:
* Kohn-Sham gap: 10.006 eV
* M: 136.238 g/mol
* SMILES: Cc1ccccc1.CCC

Last columns: bonded neighbours and bond lengths (Å).
Positions of all 26 atoms, in Å:
1 C 0.32215 3.02572 -1.24461  C2 1.511, H8 1.088, H9 1.090, H10 1.088
2 C 0.01285 2.27370 0.02932  C1 1.511, C3 1.392, C7 1.395
3 C -0.64261 1.04653 -0.01942  C2 1.392, C4 1.392, H11 1.083
4 C -1.02265 0.42276 1.16588  C3 1.392, C5 1.380, H12 1.071
5 C -0.67722 0.96051 2.38934  C4 1.380, C6 1.396, H13 1.081
6 C -0.11284 2.23541 2.46578  C5 1.396, C7 1.382, H14 1.080
7 C 0.28175 2.82841 1.28128  C2 1.395, C6 1.382, H15 1.086
8 H 1.38754 3.06774 -1.46167  C1 1.088
9 H -0.02869 4.05077 -1.12181  C1 1.090
10 H -0.25477 2.58816 -2.05611  C1 1.088
11 H -0.93143 0.66783 -0.99174  C3 1.083
12 H -1.67110 -0.42865 1.11450  C4 1.071
13 H -0.89027 0.40289 3.29077  C5 1.081
14 H -0.04515 2.75563 3.41003  C6 1.080
15 H 0.71003 3.82681 1.28444  C7 1.086
16 C -0.73556 -2.64249 0.00447  C17 1.546, H19 1.088, H20 1.081, H21 1.085
17 C 0.22230 -2.23473 -1.13842  C16 1.546, C18 1.542, H22 1.096, H23 1.085
18 C 1.36406 -3.19399 -1.53010  C17 1.542, H24 1.096, H25 1.092, H26 1.088
19 H -0.10058 -2.82563 0.86876  C16 1.088
20 H -1.29110 -1.74298 0.22886  C16 1.081
21 H -1.35819 -3.47857 -0.29715  C16 1.085
22 H 0.82168 -1.44706 -0.66842  C17 1.096
23 H -0.34064 -1.79790 -1.95615  C17 1.085
24 H 1.30416 -3.39421 -2.60576  C18 1.096
25 H 1.30807 -4.17029 -1.04482  C18 1.092
26 H 2.36818 -2.79636 -1.39725  C18 1.088


four) Density functional theory data (ωB97M-V/def2-TZVPD) for a 2-piece molecular cluster, C10H16 overall.

Values from the calculation:
* Kohn-Sham gap: 9.846 eV
* M: 136.238 g/mol
* SMILES: Cc1ccccc1.CCC

Last columns: bonded neighbours and bond lengths (Å).
Positions of all 26 atoms, in Å:
1 C -2.62707 0.07285 0.94450  C2 1.490, H8 1.089, H9 1.100, H10 1.091
2 C -1.30161 0.75136 0.98860  C1 1.490, C3 1.392, C7 1.405
3 C -1.01858 1.98567 0.41063  C2 1.392, C4 1.377, H11 1.093
4 C 0.27420 2.35437 0.11166  C3 1.377, C5 1.388, H12 1.079
5 C 1.31863 1.63735 0.67873  C4 1.388, C6 1.401, H13 1.088
6 C 1.11345 0.52767 1.50915  C5 1.401, C7 1.390, H14 1.078
7 C -0.22315 0.19228 1.69451  C2 1.405, C6 1.390, H15 1.095
8 H -2.92862 -0.37300 -0.00272  C1 1.089
9 H -3.39494 0.85592 1.03440  C1 1.100
10 H -2.87456 -0.48075 1.85146  C1 1.091
11 H -1.83245 2.67914 0.18575  C3 1.093
12 H 0.62966 3.25673 -0.36062  C4 1.079
13 H 2.35073 1.96952 0.58741  C5 1.088
14 H 1.85878 -0.12440 1.93485  C6 1.078
15 H -0.47408 -0.78777 2.11334  C7 1.095
16 C 1.40460 -2.64580 -0.77792  C17 1.506, H19 1.095, H20 1.098, H21 1.088
17 C 0.30521 -2.22393 -1.71658  C16 1.506, C18 1.504, H22 1.096, H23 1.095
18 C 0.69692 -1.15549 -2.69972  C17 1.504, H24 1.094, H25 1.099, H26 1.093
19 H 1.03220 -3.18824 0.09725  C16 1.095
20 H 1.97887 -1.77644 -0.43166  C16 1.098
21 H 2.12863 -3.39452 -1.09175  C16 1.088
22 H 0.00359 -3.11974 -2.27230  C17 1.096
23 H -0.57969 -1.97193 -1.12281  C17 1.095
24 H 1.65884 -0.67229 -2.50508  C18 1.094
25 H 0.85321 -1.52226 -3.72384  C18 1.099
26 H -0.09047 -0.41429 -2.85573  C18 1.093


The most stable arrangement is one), and the next structure is 28.6 kJ/mol less stable.